[1]
19
Properties=species:S:1:pos:R:3:forces:R:3 method="wB97M-V/def2-TZVPD" energy_ha=-344.30297 smiles="N/C=C/CCN.O" orbital_gap_ev=8.846 de_lowest_ev=2.2328
N 0.798991 2.495840 1.215705 0.1 0.1 -0.2
C 0.761006 1.302935 0.431133 -1.3 1.4 1.9
C -0.334913 0.539850 0.494328 1.4 -1.4 -2.8
C -0.400990 -0.728126 -0.360541 -0.3 -0.7 2.1
C -0.054901 -1.906322 0.661451 0.6 0.8 -1.9
N -0.800352 -3.123258 0.456854 0.0 -0.9 0.5
H 1.595367 2.578084 1.834162 0.1 0.0 -0.1
H -0.050596 2.582255 1.751571 0.0 0.1 0.2
H 1.627029 1.249164 -0.212292 -0.2 -0.7 -0.2
H -1.230548 0.637741 1.091894 0.3 0.6 0.5
H 0.302890 -0.849138 -1.177038 -0.1 0.7 -0.2
H -1.430776 -0.873951 -0.699413 0.1 -0.1 -0.2
H -0.010852 -1.493141 1.659669 -0.9 -0.2 0.6
H 1.025213 -2.074339 0.499828 -0.4 -0.4 -0.1
H -1.769720 -3.076427 0.171062 0.2 0.6 0.2
H -0.359683 -3.817985 -0.126025 0.2 0.2 0.0
O 0.274514 1.845252 -2.407982 0.2 0.0 -1.4
H 0.267727 2.183332 -3.323235 0.2 -0.4 0.4
H -0.209406 2.528231 -1.961133 -0.4 0.4 0.8

=====

[2]
15
Properties=species:S:1:pos:R:3:forces:R:3 method="wB97M-V/def2-TZVPD" energy_ha=-324.85271 smiles="CC(=O)O.CN" orbital_gap_ev=9.132 de_lowest_ev=3.2627
C -0.732439 0.802079 -1.838104 2.1 -2.7 0.6
C -1.582837 0.397715 -0.635125 -0.4 -0.5 0.1
O -1.911873 -0.674027 -0.130597 0.9 3.5 -1.3
O -1.957474 1.709690 -0.311466 0.3 1.1 6.2
H -0.010741 1.511932 -1.428029 0.0 0.0 -0.1
H -1.337954 1.373210 -2.505637 -0.3 -0.1 -0.8
H -0.091951 -0.050004 -2.226784 -1.3 0.9 -0.2
H -1.674071 2.060290 0.761098 -1.6 -2.1 -4.6
C 1.119452 -1.411739 0.874751 -0.6 -0.4 -2.3
N 1.443168 -0.401311 1.867764 -2.4 -3.1 0.8
H 1.842038 -1.539597 0.064454 1.2 0.3 0.3
H 0.295950 -1.030077 0.174856 0.4 -1.0 1.7
H 1.013364 -2.495505 1.114594 -0.6 1.2 0.8
H 1.756460 -0.574862 2.795905 0.3 -0.5 0.1
H 1.828903 0.322206 1.422318 2.0 3.4 -1.4

=====

[3]
14
Properties=species:S:1:pos:R:3:forces:R:3 method="wB97M-V/def2-TZVPD" energy_ha=-233.24897 smiles="C[C@H]1CC12C=C2" orbital_gap_ev=9.707 de_lowest_ev=3.7560
C -1.664695 -0.793799 -0.065702 1.2 -0.4 0.3
C -0.682944 0.244689 -0.503800 1.0 1.9 -2.0
C -0.071904 1.298719 0.472284 -0.7 0.8 0.1
C 0.725812 0.123671 -0.044532 -0.2 2.1 1.1
C 1.777178 -0.725287 0.585595 -0.7 0.2 -1.4
C 2.107328 -0.052706 -0.487245 -0.2 -0.7 -0.7
H -1.449979 -0.812144 1.062600 -0.5 -1.0 -1.5
H -1.370992 -1.733478 -0.707450 -1.1 1.3 1.8
H -2.691444 -0.448611 -0.199300 0.0 -0.4 -0.2
H -0.787361 0.755969 -1.550820 0.1 -1.4 1.7
H 0.042485 2.378215 0.164460 0.1 -1.4 -0.3
H -0.481399 1.331740 1.494255 0.3 -0.6 -0.3
H 1.889115 -1.579396 1.206325 0.4 -0.3 0.4
H 2.658798 0.012413 -1.426664 0.3 0.1 0.8

=====

[4]
13
Properties=species:S:1:pos:R:3:forces:R:3 method="wB97M-V/def2-TZVPD" energy_ha=-286.57131 smiles="[H]/N=C/CCC=O" orbital_gap_ev=9.973 de_lowest_ev=1.6418
H 2.177140 1.262353 0.672369 0.0 0.3 0.0
N 1.369282 0.759933 0.320117 -0.2 0.3 0.2
C 0.266389 1.114295 0.829291 0.2 -0.1 0.0
C -0.967223 0.329906 0.492348 0.1 0.0 0.0
C -0.702511 -0.602974 -0.696882 0.0 -0.2 -0.1
C 0.722898 -1.176376 -0.788300 -0.1 -0.3 -0.1
O 1.124014 -2.121666 -0.148107 -0.4 0.3 -0.2
H 0.180304 1.942768 1.536379 0.0 -0.1 0.1
H -1.241011 -0.241013 1.389982 0.1 0.1 -0.1
H -1.813258 1.000629 0.289107 0.2 -0.1 0.0
H -0.924789 -0.061199 -1.624853 0.2 -0.1 0.1
H -1.368308 -1.466175 -0.645078 -0.1 0.0 0.0
H 1.309383 -0.743990 -1.614939 0.1 -0.2 0.0